Entry a
Entry from the Open Molecules 2025 dataset: one molecule with the formula C7H10N2 (the ωB97M-V functional and the def2-TZVPD basis).

Atoms and positions in Å:
1 C 1.835 -1.154 2.254
2 C 1.105 -0.438 1.210
3 C 1.281 0.944 0.958
4 N 0.513 1.605 0.125
5 C -0.357 0.936 -0.615
6 C -1.189 1.761 -1.579
7 C -0.551 -0.436 -0.410
8 C -1.537 -1.213 -1.288
9 N 0.168 -1.093 0.502
10 H 1.332 -0.966 3.253
11 H 1.672 -2.260 1.985
12 H 3.002 -0.868 2.358
13 H 2.084 1.562 1.460
14 H -0.831 2.788 -1.462
15 H -2.294 1.577 -1.430
16 H -0.923 1.487 -2.620
17 H -2.594 -0.927 -1.133
18 H -1.215 -0.947 -2.310
19 H -1.505 -2.359 -1.256

- gap between HOMO and LUMO (hartree) = 0.369
- highest occupied orbital energy (eV) = -9.06

These are the Mulliken partial charges, in e, on atoms 1 to 8: -1.01 0.56 -0.38 -0.56 0.67 -1.20 0.67 -1.14

=====

Entry b
Entry from the Open Molecules 2025 dataset: a 2-piece molecular cluster, C7H10N2 overall (the ωB97M-V functional and the def2-TZVPD basis).

Atoms and positions in Å:
1 C -0.295 -0.102 -0.391
2 C -0.105 1.294 -0.058
3 C -1.600 -0.322 -0.195
4 C 0.935 0.526 -0.523
5 C -2.516 -1.536 -0.254
6 C 2.062 0.664 -1.400
7 C 2.293 -0.183 1.691
8 N -1.159 1.814 0.453
9 N -2.103 0.845 0.402
10 H -2.757 -1.948 -1.261
11 H -2.005 -2.365 0.406
12 H -3.450 -1.297 0.306
13 H 2.856 -0.122 -1.215
14 H 2.466 1.695 -1.153
15 H 1.683 0.436 -2.375
16 H 2.672 0.769 1.515
17 H 2.878 -1.015 1.745
18 H 1.205 -0.235 1.990
19 H -3.059 1.083 0.320

- gap between HOMO and LUMO (spin up / spin down) (hartree) = 0.253 / 0.315
- highest occupied orbital energy (spin up / spin down) (eV) = -6.48 / -8.29

These are the Mulliken partial charges, in e, on atoms 1 to 8: 0.73 0.71 -0.36 -0.08 -1.18 -1.21 -0.98 -1.00

=====

Entry c
Entry from the Open Molecules 2025 dataset: one molecule with the formula C7H10N2 (the ωB97M-V functional and the def2-TZVPD basis).

Atoms and positions in Å:
1 C -2.107 0.198 2.463
2 N -0.698 -0.158 2.296
3 C -0.349 -0.077 1.009
4 C 1.159 -0.355 0.765
5 C 1.604 -0.201 -0.483
6 N 0.838 -0.024 -1.470
7 C 1.385 0.099 -2.904
8 C -0.484 0.199 -1.266
9 C -1.048 0.286 -0.029
10 H -2.499 1.094 2.302
11 H -2.981 -0.588 1.949
12 H -2.157 -0.322 3.518
13 H 1.621 -0.803 1.629
14 H 2.585 -0.129 -0.523
15 H 2.037 1.147 -3.056
16 H 1.935 -0.960 -2.877
17 H 0.769 0.170 -3.714
18 H -1.178 0.437 -2.327
19 H -2.074 0.337 -0.022

- gap between HOMO and LUMO (hartree) = 0.286
- highest occupied orbital energy (eV) = -7.27

These are the Mulliken partial charges, in e, on atoms 1 to 8: -1.00 -0.69 1.07 -0.67 -0.19 0.03 -0.93 -0.05

=====

Entry d
Entry from the Open Molecules 2025 dataset: one molecule with the formula C7H10N2 (the ωB97M-V functional and the def2-TZVPD basis).

Atoms and positions in Å:
1 C 2.438 0.340 0.394
2 C 3.233 0.408 2.368
3 C 1.389 0.352 1.312
4 C -0.102 0.458 1.060
5 C -0.668 -0.038 -0.201
6 C -0.216 -1.329 -0.755
7 C -1.687 0.734 -0.940
8 N 3.585 0.401 1.073
9 N 1.932 0.384 2.578
10 H 2.419 0.341 -0.678
11 H 3.951 0.451 3.162
12 H -0.489 -0.181 1.871
13 H -0.447 1.474 1.280
14 H 0.366 -1.172 -1.666
15 H -1.070 -1.945 -1.041
16 H 0.410 -1.863 -0.045
17 H -1.714 1.776 -0.633
18 H -2.681 0.308 -0.768
19 H -1.511 0.678 -2.015

- gap between HOMO and LUMO (spin up / spin down) (hartree) = 0.362 / 0.189
- highest occupied orbital energy (spin up / spin down) (eV) = -9.36 / -7.39

These are the Mulliken partial charges, in e, on atoms 1 to 8: -0.22 -0.17 0.43 -0.41 0.80 -1.42 -1.33 -0.60

=====

Stability, highest: entry a

=====

Entry a
Entry from the Open Molecules 2025 dataset: a 2-piece molecular cluster, C2H5NOS overall (the ωB97M-V functional and the def2-TZVPD basis).

Atoms and positions in Å:
1 C 1.213 1.150 -0.501
2 C -1.166 -0.365 -0.096
3 N 2.107 0.146 -0.222
4 O 1.706 1.044 0.803
5 S -0.352 -1.710 0.634
6 H 1.669 2.108 -0.973
7 H -1.517 -0.450 -1.134
8 H -1.841 0.428 0.331
9 H 1.714 -0.707 0.026
10 H 0.084 -1.088 1.716

- gap between HOMO and LUMO (spin up / spin down) (hartree) = 0.331 / 0.288
- highest occupied orbital energy (spin up / spin down) (eV) = -9.10 / -8.12

These are the Mulliken partial charges, in e, on atoms 1 to 8: 0.11 -0.57 -0.37 -0.29 -0.21 0.22 0.34 0.31

=====

Entry b
Entry from the Open Molecules 2025 dataset: one molecule with the formula C2H5NOS (the ωB97M-V functional and the def2-TZVPD basis).

Atoms and positions in Å:
1 C 0.242 1.113 0.091
2 N 0.122 -0.316 -0.123
3 O 1.296 -0.944 0.116
4 C -1.028 -0.966 0.107
5 S -2.490 -0.215 0.009
6 H -0.718 1.575 -0.444
7 H 0.461 1.273 1.179
8 H 1.153 1.352 -0.441
9 H 1.719 -0.834 -0.699
10 H -0.757 -2.039 0.204

- gap between HOMO and LUMO (hartree) = 0.331
- highest occupied orbital energy (eV) = -8.52

These are the Mulliken partial charges, in e, on atoms 1 to 8: -0.78 0.05 -0.39 -0.06 -0.37 0.33 0.27 0.28

=====

Entry c
Entry from the Open Molecules 2025 dataset: a 2-piece molecular cluster, C2H5NOS overall (the ωB97M-V functional and the def2-TZVPD basis).

Atoms and positions in Å:
1 C 0.815 0.018 -0.111
2 C -1.534 -0.019 0.234
3 N -0.250 0.724 -0.139
4 O 3.337 -0.775 -0.245
5 S 2.460 0.253 0.375
6 H 0.657 -1.445 -1.133
7 H -1.627 -0.437 1.213
8 H -2.332 0.699 0.131
9 H -1.425 -0.669 -0.578
10 H -0.102 1.651 0.253

- gap between HOMO and LUMO (spin up / spin down) (hartree) = 0.290 / 0.290
- highest occupied orbital energy (spin up / spin down) (eV) = -8.02 / -8.02

These are the Mulliken partial charges, in e, on atoms 1 to 8: -0.14 -0.75 -0.16 -0.52 0.25 0.15 0.23 0.30

=====

Stability, highest: entry b

=====

Entry a
Entry from the Open Molecules 2025 dataset: one molecule with the formula C2H5NOS (the ωB97M-V functional and the def2-TZVPD basis).

Atoms and positions in Å:
1 C -0.932 -0.095 -0.116
2 C 1.448 0.079 0.017
3 N 0.267 -0.720 0.003
4 O -3.225 0.699 -0.376
5 S -2.542 -0.455 0.243
6 H -0.920 0.905 -0.535
7 H 1.584 0.690 1.000
8 H 2.369 -0.491 -0.154
9 H 1.526 0.787 -0.814
10 H 0.424 -1.399 0.732

- gap between HOMO and LUMO (hartree) = 0.303
- highest occupied orbital energy (eV) = -7.90

These are the Mulliken partial charges, in e, on atoms 1 to 8: -0.06 -0.89 -0.21 -0.55 0.25 0.26 0.28 0.32

=====

Entry b
Entry from the Open Molecules 2025 dataset: one molecule with the formula C2H5NOS (the ωB97M-V functional and the def2-TZVPD basis).

Atoms and positions in Å:
1 C -0.160 -0.168 1.291
2 C -0.321 0.657 -0.019
3 O -0.330 1.892 -0.011
4 N -0.401 0.055 -1.252
5 S 0.511 -1.321 -1.550
6 H -0.635 -1.218 1.245
7 H -0.666 0.377 2.024
8 H 0.939 -0.165 1.597
9 H -0.649 0.712 -2.014
10 H 1.713 -0.821 -1.312

- gap between HOMO and LUMO (hartree) = 0.386
- highest occupied orbital energy (eV) = -9.77

These are the Mulliken partial charges, in e, on atoms 1 to 8: -0.90 0.56 -0.60 -0.23 -0.15 0.30 0.33 0.27

=====

Stability, highest: entry b

=====

Entry a
Entry from the Open Molecules 2025 dataset: a 2-piece molecular cluster, C2H10N2 overall (the ωB97M-V functional and the def2-TZVPD basis).

Atoms and positions in Å:
1 C -2.502 0.446 0.154
2 N -1.646 -0.677 -0.274
3 H -3.320 0.535 -0.602
4 H -2.819 0.425 1.108
5 H -1.762 1.291 0.152
6 H -1.011 -0.895 0.643
7 H -2.002 -1.576 -0.277
8 C 1.793 0.804 -0.148
9 N 2.282 -0.626 0.184
10 H 1.104 1.230 0.657
11 H 2.674 1.509 -0.486
12 H 0.979 0.631 -0.908
13 H 3.075 -0.979 -0.612
14 H 2.878 -0.548 0.918

- gap between HOMO and LUMO (hartree) = 0.387
- highest occupied orbital energy (eV) = -9.45

These are the Mulliken partial charges, in e, on atoms 1 to 8: -0.65 -0.58 0.28 0.31 0.22 0.20 0.23 -0.63

=====

Entry b
Entry from the Open Molecules 2025 dataset: a 2-piece molecular cluster, C2H10N2 overall (the ωB97M-V functional and the def2-TZVPD basis).

Atoms and positions in Å:
1 N 1.269 0.462 1.242
2 C 1.190 0.630 -0.212
3 N 1.358 -0.558 -1.054
4 H 0.626 -0.197 1.566
5 H 2.177 0.150 1.478
6 H 0.220 1.036 -0.433
7 H 1.902 1.339 -0.546
8 H 2.297 -0.886 -0.980
9 H 0.712 -1.283 -0.712
10 C -2.342 -0.144 -0.068
11 H -1.997 0.075 -1.106
12 H -3.418 -0.269 -0.089
13 H -2.172 0.715 0.609
14 H -1.823 -1.071 0.307

- gap between HOMO and LUMO (hartree) = 0.371
- highest occupied orbital energy (eV) = -9.06

These are the Mulliken partial charges, in e, on atoms 1 to 8: -0.54 -0.50 -0.55 0.22 0.22 0.30 0.39 0.22

=====

Stability, highest: entry b